The following is a quantum chemistry calculation of a cluster of 13 separate species, C20H50N12O26 in total, from OMol25.

Output
LUMO, eV: -0.4
E_tot, Ha: -3404.2418
HOMO level, eV: -10.850

```
! wB97M-V def2-TZVPD RIJCOSX def2/J DEFGRID3
* xyz 0 1
C -2.25919 -0.99490 -3.96413
C -2.95295 0.31126 -3.54416
C -2.40526 0.99566 -2.28537
C -2.26711 0.02653 -1.11052
C -1.14219 1.78326 -2.57801
C 0.14829 1.11391 -3.10468
C 0.95501 0.94006 -1.81662
C 0.62785 2.25564 -1.18844
O 1.33331 3.05763 -0.63059
O -0.68705 2.49001 -1.37727
H -1.52702 -1.32996 -3.23135
H -1.72699 -0.88696 -4.90860
H -2.98016 -1.79627 -4.10868
H -4.00113 0.10296 -3.33333
H -2.95518 1.02509 -4.37119
H -3.13974 1.74965 -2.00546
H -2.42305 0.54073 -0.16424
H -3.03544 -0.74477 -1.17084
H -1.30655 -0.47527 -1.08780
H -1.42045 2.56210 -3.29280
H 0.04416 0.23262 -3.72411
H 0.64352 1.88144 -3.70360
H 2.00512 0.68974 -1.89392
H 0.44072 0.21561 -1.18514
C 2.95543 5.75440 -0.89143
N 4.34374 5.90964 -1.39963
O 5.14262 6.52841 -0.72180
O 4.59992 5.38647 -2.46275
H 2.87624 6.26887 0.05862
H 2.29619 6.18196 -1.64058
H 2.75765 4.69453 -0.78719
C 4.57383 2.64205 -0.14455
N 4.37966 1.32529 -0.81026
O 4.61010 1.24414 -1.99737
O 3.97397 0.41703 -0.11263
H 4.93174 3.34181 -0.89051
H 3.60313 2.91878 0.25633
H 5.29572 2.50603 0.65526
C -2.92662 -4.04718 -0.39012
N -1.88775 -3.81381 -1.42536
O -1.05460 -2.95815 -1.18380
O -1.90105 -4.49369 -2.43193
H -2.73258 -3.33432 0.39986
H -3.90120 -3.91569 -0.85059
H -2.82120 -5.07013 -0.04465
C 0.83017 -4.07695 1.45319
N -0.30097 -4.80070 2.08861
O -0.13483 -5.92468 2.49964
O -1.35815 -4.18797 2.16448
H 1.69958 -4.72217 1.46781
H 0.52985 -3.83944 0.43720
H 0.97610 -3.15804 2.01232
C 1.16744 1.07785 2.03816
N 1.19840 -0.38997 1.79017
O 0.95890 -0.78874 0.67253
O 1.46818 -1.10066 2.74270
H 0.91825 1.57149 1.10655
H 0.42236 1.25566 2.80781
H 2.15204 1.35956 2.39844
C -7.45698 -6.46966 0.40301
N -6.41659 -5.71842 -0.35131
O -6.77475 -4.91159 -1.18188
O -5.25606 -5.95970 -0.07897
H -8.43106 -6.15168 0.05558
H -7.27755 -7.52395 0.21335
H -7.30784 -6.24360 1.45394
C 8.12732 7.50095 -0.19416
N 8.92436 7.64937 1.05363
O 9.05889 6.67119 1.76417
O 9.38995 8.74291 1.28801
H 7.77835 6.47949 -0.25968
H 7.29783 8.19759 -0.13218
H 8.77798 7.76386 -1.02264
C 10.55809 6.20648 4.36120
N 10.94991 5.95099 5.77535
O 11.89635 6.56074 6.22634
O 10.28565 5.13962 6.38814
H 11.23030 6.94677 3.94695
H 10.62149 5.26007 3.83422
H 9.53279 6.55789 4.36374
C 1.33617 -4.71397 -2.91652
N 2.10040 -5.74828 -2.16988
O 2.60782 -6.65509 -2.79012
O 2.16022 -5.60988 -0.96181
H 1.36510 -4.96316 -3.97032
H 0.32053 -4.71809 -2.53623
H 1.80839 -3.75777 -2.71139
C -11.74722 -6.17986 2.93160
N -10.78932 -6.02996 1.80132
O -9.90143 -5.20961 1.90820
O -10.95919 -6.74685 0.83685
H -11.46466 -5.47944 3.70732
H -12.73802 -5.97579 2.53768
H -11.68509 -7.21009 3.26807
C -0.75612 -3.22050 5.17612
N -1.91047 -2.99003 6.08689
O -2.26147 -1.84311 6.27911
O -2.42783 -3.96983 6.57845
H -0.40743 -2.25697 4.82399
H 0.00850 -3.73770 5.74836
H -1.10831 -3.84420 4.36015
C -3.63063 5.12854 -3.47621
N -4.67944 4.08720 -3.67331
O -4.69573 3.15124 -2.89964
O -5.44456 4.24778 -4.59761
H -3.02939 4.84604 -2.62006
H -3.04704 5.16975 -4.39110
H -4.14299 6.07289 -3.32041
*
```

=====

The following is a quantum chemistry calculation of a cluster of 3 separate species, C20H50N2OSi in total in a non-equilibrium geometry, from OMol25.

Output
LUMO, eV: 0.6
E_tot, Ha: -1266.1809
HOMO level, eV: -8.168
Structure (SMILES): COCCCCCCC[SiH3].CCN(CC)CC.CCN(CC)CC

```
! wB97M-V def2-TZVPD RIJCOSX def2/J DEFGRID3
* xyz 0 1
C -2.47056 2.19737 0.70907
O -1.53260 2.69736 1.64365
C -0.26402 2.97814 1.09514
C 0.68452 1.76130 1.03620
C 0.39974 0.66999 2.07780
C 1.65099 0.32101 2.93121
C 1.67849 1.13852 4.23107
C 3.06787 1.42248 4.76831
C 3.00001 2.35951 6.00348
Si 2.53799 1.45445 7.59722
H -3.12606 2.99011 0.34613
H -1.98800 1.69720 -0.13019
H -3.09113 1.45937 1.21384
H 0.18729 3.75702 1.70660
H -0.35329 3.39533 0.09038
H 1.68830 2.13649 1.20488
H 0.66479 1.31879 0.04356
H -0.37391 0.96663 2.77790
H 0.05063 -0.24790 1.61394
H 1.59425 -0.74128 3.16787
H 2.56335 0.46537 2.35846
H 1.20968 2.09923 4.02904
H 1.10038 0.59899 4.97647
H 3.67529 1.91581 4.01424
H 3.57070 0.50476 5.07226
H 2.22343 3.09975 5.82148
H 3.92962 2.90396 6.14602
H 3.73017 1.26713 8.45165
H 1.53113 2.19234 8.39309
H 1.94307 0.14205 7.25035
C 1.78994 -1.95020 -0.43733
C 1.10915 -3.25723 -0.81087
N 1.62172 -4.39654 -0.07353
C 1.16324 -5.67252 -0.59456
C -0.33457 -5.99281 -0.51578
C 1.61663 -4.25945 1.37303
C 0.27580 -3.97965 2.06613
H 2.86996 -2.01664 -0.57473
H 1.41534 -1.14508 -1.07189
H 1.58891 -1.66728 0.59650
H 1.28204 -3.44513 -1.87392
H 0.02056 -3.13081 -0.69204
H 1.72328 -6.46527 -0.09130
H 1.46958 -5.71984 -1.64430
H -0.64374 -6.25754 0.49440
H -0.55882 -6.85027 -1.15369
H -0.95213 -5.16280 -0.85967
H 2.31076 -3.45793 1.63659
H 2.06059 -5.16370 1.79639
H -0.31024 -3.22605 1.53766
H 0.45529 -3.60113 3.07480
H -0.33277 -4.87715 2.16468
C -3.10275 2.14551 -7.09366
C -2.80300 2.75174 -5.73102
N -3.01792 1.82950 -4.63116
C -2.99505 2.47248 -3.32965
C -1.68156 3.10644 -2.85571
C -2.31569 0.56125 -4.72427
C -0.78461 0.59046 -4.83116
H -4.12119 1.75710 -7.13071
H -3.00125 2.91019 -7.86458
H -2.41557 1.33757 -7.34604
H -3.47430 3.60141 -5.58101
H -1.78099 3.16349 -5.74625
H -3.32677 1.74278 -2.58503
H -3.76623 3.24919 -3.33893
H -0.95973 2.35544 -2.53430
H -1.87703 3.74999 -1.99513
H -1.21796 3.72534 -3.62398
H -2.70935 0.02228 -5.58888
H -2.60494 -0.04488 -3.86203
H -0.43617 1.35275 -5.52917
H -0.42315 -0.37278 -5.19687
H -0.30744 0.76650 -3.86814
*
```

=====

The following is a quantum chemistry calculation of a structure of composition C20H50NO2P2Si4Sn in a non-equilibrium geometry, from OMol25.

Output
LUMO, eV: -3.2
E_tot, Ha: -3052.1333
HOMO level, eV: -9.160

```
! wB97M-V def2-TZVPD RIJCOSX def2/J DEFGRID3
* xyz 1 1
Sn 0.27972 0.36503 -0.75728
P 2.61889 -0.80052 -1.36487
C 2.65040 -0.72974 -3.17795
C 1.50077 -1.46312 -3.77848
N 0.30811 -1.19614 -3.21422
C -0.80573 -1.73858 -3.71824
C -0.77143 -2.68170 -4.74717
C 0.46110 -3.01188 -5.31170
C 1.61765 -2.39103 -4.82495
C -2.11555 -1.24998 -3.11921
P -1.88871 0.36594 -2.27465
H 2.60921 -2.58786 -5.21786
H -1.72377 -3.10050 -5.08187
H 0.52419 -3.73873 -6.11869
H -2.87458 -1.12333 -3.90446
H -2.51140 -1.97228 -2.38654
H 2.50107 0.51864 -3.47587
H 3.59981 -1.08554 -3.55243
H 1.59711 2.38822 -3.11130
O 2.14732 1.74214 -3.84564
H 2.92609 2.21655 -4.17123
H 0.54044 2.36146 -1.54830
O 0.74346 3.04262 -2.29466
H 0.91623 3.89437 -1.83782
C -1.78817 1.50450 -3.69565
H -2.74504 1.47360 -4.23773
H -1.60392 2.53317 -3.35626
H -0.98366 1.20494 -4.38070
C -3.48345 0.74019 -1.49824
H -3.41225 1.66562 -0.90732
H -4.24527 0.87720 -2.28142
H -3.78815 -0.08418 -0.83644
C 2.57388 -2.57858 -0.93059
H 3.41099 -3.09561 -1.42129
H 2.66099 -2.72968 0.15781
H 1.63648 -3.04212 -1.26262
C 4.31806 -0.33514 -0.90176
H 4.49226 -0.45755 0.17352
H 5.02805 -0.96612 -1.45571
H 4.49186 0.71745 -1.16934
C 3.13663 0.27574 2.35806
Si 1.55667 1.05583 3.00569
C 1.32727 0.56567 4.80741
C 1.68120 2.92493 2.80054
Si -0.31542 0.35056 1.79623
Si -0.95709 -1.81739 2.34939
C -1.66512 -1.75422 4.09349
C -2.25966 -2.37059 1.10481
C 0.51967 -2.97865 2.29225
Si -2.06523 1.80583 2.34585
C -1.87485 2.31678 4.14924
C -1.95493 3.31283 1.22365
C -3.74714 0.98040 2.16277
H 3.87590 0.25241 3.17257
H 3.55804 0.87190 1.53887
H 2.99476 -0.75237 2.00093
H 2.26038 0.82103 5.33223
H 0.50416 1.10245 5.29526
H 1.15829 -0.51244 4.92653
H 1.78848 3.20466 1.74307
H 0.82408 3.47010 3.21379
H 2.58597 3.25778 3.33099
H -2.53543 -1.09089 4.17982
H -1.98896 -2.77536 4.34524
H -0.91931 -1.44133 4.83581
H -1.95462 -2.17833 0.06621
H -2.39241 -3.45638 1.22476
H -3.23095 -1.88699 1.27269
H 0.69250 -3.35416 1.27446
H 1.44558 -2.51345 2.65551
H 0.29725 -3.84022 2.94036
H -0.96587 2.89857 4.34473
H -2.73981 2.94837 4.40121
H -1.88167 1.45487 4.82913
H -1.92294 3.05472 0.15636
H -2.84507 3.93651 1.39590
H -1.06858 3.91865 1.45447
H -4.08443 0.94018 1.12047
H -3.77774 -0.03650 2.57278
H -4.47269 1.58671 2.72559
*
```

=====

The following is a quantum chemistry calculation of a cluster of 5 separate species, C20H51B2N2O9 in total in a non-equilibrium geometry, from OMol25.

Output
LUMO, eV: 1.8
E_tot, Ha: -1629.0698
HOMO level, eV: -3.723

```
! wB97M-V def2-TZVPD RIJCOSX def2/J DEFGRID3
* xyz -1 1
C 1.56620 0.46160 1.42804
C 1.31167 1.90705 0.71147
O 1.16740 2.99069 1.66012
B -0.18739 3.15769 2.12233
O -0.49682 4.45244 2.73839
N -1.27772 2.13810 2.08335
C -2.17673 2.26433 0.88590
B -3.27982 1.04064 1.01333
N -3.49167 0.18755 -0.20634
O -3.96813 0.80028 2.28496
C -2.93548 3.70223 0.81031
O -2.80619 4.40619 -0.24573
O -3.67566 4.20475 1.86999
H 2.31676 -0.18579 0.86412
H 1.89877 0.63105 2.51465
H 0.54772 -0.08573 1.36170
H 2.29443 2.11700 0.13483
H 0.49255 1.86272 -0.07927
H -0.13544 4.34737 3.65454
H -0.93998 1.17921 2.23295
H -1.65931 2.13328 -0.12452
H -3.05963 -0.72969 0.02999
H -4.48663 0.07856 -0.45055
H -3.28481 0.34964 2.84202
C -2.73431 7.02575 3.54302
C -2.49834 7.67994 4.89362
O -3.06736 8.98177 5.00558
C -4.47516 9.06812 4.84150
C -5.25539 8.24837 5.85498
H -2.33452 7.65265 2.73953
H -2.24764 6.04833 3.50119
H -3.79583 6.87656 3.34169
H -1.42178 7.79795 5.04412
H -2.85504 7.04032 5.70783
H -4.75298 8.79695 3.81784
H -4.73852 10.12356 4.96269
H -5.03627 7.18222 5.77403
H -6.32978 8.38237 5.70553
H -5.00209 8.55828 6.87312
C 5.73360 -2.36834 -2.12708
C 5.60186 -1.99476 -0.65987
O 4.32837 -2.29914 -0.10893
C 3.94011 -3.66646 -0.13442
C 4.88500 -4.57951 0.62738
H 4.96451 -1.86372 -2.72044
H 6.71731 -2.07962 -2.50691
H 5.61627 -3.44178 -2.28677
H 5.73393 -0.91465 -0.55918
H 6.39351 -2.45904 -0.06306
H 3.81444 -4.00373 -1.16868
H 2.95020 -3.71750 0.32808
H 5.89078 -4.57371 0.20269
H 4.51823 -5.60839 0.60604
H 4.96829 -4.25892 1.66969
C -4.73423 1.04301 -5.11347
C -5.30013 -0.06044 -4.23531
O -5.82374 0.40910 -3.00190
C -6.89282 1.34223 -3.08310
C -8.11572 0.80198 -3.80522
H -3.94772 1.58816 -4.58234
H -4.31342 0.62194 -6.03069
H -5.49762 1.76874 -5.39930
H -4.49656 -0.75806 -3.98638
H -6.05764 -0.64139 -4.77203
H -6.54552 2.27494 -3.53900
H -7.17009 1.58779 -2.05417
H -7.89788 0.54586 -4.84419
H -8.91648 1.54551 -3.80391
H -8.47943 -0.10511 -3.31419
C 7.39342 -7.64517 -3.61818
C 7.26266 -7.27399 -2.15039
O 5.98872 -7.57812 -1.59902
C 5.59863 -8.94466 -1.62616
C 6.54285 -9.86007 -0.86576
H 6.62452 -7.13880 -4.21037
H 8.37708 -7.35677 -3.99790
H 7.27510 -8.71801 -3.77970
H 7.39581 -6.19403 -2.04803
H 8.05408 -7.73990 -1.55474
H 5.47179 -9.28040 -2.66081
H 4.60898 -8.99483 -1.16305
H 7.54848 -9.85524 -1.29084
H 6.17437 -10.88848 -0.88794
H 6.62698 -9.54082 0.17668
*
```

=====

The following is a quantum chemistry calculation of a cluster of 6 separate species, C20H52BIO16PS5 in total in a non-equilibrium geometry, from OMol25.

Output
LUMO, eV: -5.0
E_tot, Ha: -4651.5083
HOMO level, eV: -11.964

```
! wB97M-V def2-TZVPD RIJCOSX def2/J DEFGRID3
* xyz 1 1
C 6.11087 -4.85369 -2.68583
C 5.92332 -3.73953 -3.65437
C 5.66684 -2.16029 -3.29507
P 3.75903 -1.86190 -3.49335
I 3.09408 0.45330 -2.82684
B 2.92942 -3.17008 -2.30509
O 3.18068 -2.94357 -0.85330
C 2.04128 -4.45793 -2.82415
C 2.64622 -5.10689 -4.23922
H 6.53376 -5.88930 -3.10056
H 5.81596 -4.82532 -1.53875
H 5.97644 -4.02127 -4.81253
H 6.08549 -1.80933 -2.26020
H 6.17077 -1.52396 -4.15294
H 3.43638 -2.13684 -4.89986
H 3.74592 -3.73660 -0.56656
H 2.07078 -5.33200 -2.04262
H 0.91926 -4.09624 -2.96412
H 1.80307 -5.71561 -4.79645
H 3.09228 -4.29198 -4.95607
H 3.53140 -5.83438 -3.91218
O -1.05592 1.13110 3.08099
S -0.20411 2.03726 2.34053
O -0.54425 2.49868 1.01135
O 1.31151 1.44021 2.31558
C 1.51628 0.11996 1.83236
C 1.45356 0.06746 0.31784
C 0.13060 3.45559 3.35441
H 0.79846 -0.57436 2.28320
H 2.51385 -0.18988 2.15954
H 0.44388 0.28352 -0.04234
H 1.73689 -0.92436 -0.04783
H 2.12089 0.81449 -0.12423
H 0.43430 3.11772 4.34663
H -0.78611 4.04520 3.42310
H 0.91901 4.04723 2.88536
O 0.36457 -5.23556 0.73858
S -0.74661 -5.53773 1.61548
O -2.09080 -5.07683 1.33976
O -0.35077 -5.11637 3.13862
C 0.08153 -3.78607 3.38745
C -1.08564 -2.81764 3.40585
C -0.80147 -7.29298 1.87579
H 0.83867 -3.48060 2.65668
H 0.56284 -3.78416 4.37058
H -1.53608 -2.72470 2.41372
H -0.75868 -1.82231 3.72223
H -1.86977 -3.16796 4.08500
H 0.19959 -7.64441 2.13124
H -1.13826 -7.76128 0.94845
H -1.50786 -7.50919 2.67947
O -0.84951 -3.24226 -4.67266
S -2.22820 -2.85045 -4.47094
O -3.31678 -3.80139 -4.54848
O -2.56791 -1.58560 -5.43995
C -2.32575 -1.71067 -6.83429
C -3.40047 -2.53903 -7.51201
C -2.35110 -1.98719 -2.92455
H -1.32900 -2.12627 -7.01967
H -2.33668 -0.69952 -7.25338
H -3.36024 -3.58129 -7.18350
H -3.27454 -2.52307 -8.59900
H -4.39709 -2.16015 -7.26294
H -1.56267 -1.23427 -2.87581
H -2.22468 -2.71543 -2.12056
H -3.33739 -1.52447 -2.85548
O -4.77647 4.73653 -2.94318
S -5.13262 3.53329 -2.22181
O -6.17967 3.51767 -1.22244
O -3.78519 2.88141 -1.57861
C -2.96709 3.69073 -0.74542
C -3.56942 3.84999 0.63745
C -5.46503 2.24552 -3.39775
H -2.78143 4.66481 -1.21157
H -2.00001 3.18549 -0.65783
H -4.49474 4.43153 0.59951
H -2.87389 4.36638 1.30621
H -3.81869 2.87410 1.06678
H -4.65627 2.21728 -4.12986
H -6.41100 2.47618 -3.89238
H -5.54481 1.29467 -2.86751
O 0.94358 5.77627 5.55654
S 0.45664 6.60265 6.64050
O -0.69324 7.46892 6.48995
O 1.69470 7.47543 7.24022
C 2.45225 8.28428 6.35119
C 1.70983 9.55640 5.98925
C 0.19732 5.57425 8.06416
H 2.73160 7.71956 5.45473
H 3.38013 8.54719 6.86898
H 0.82141 9.33724 5.39048
H 2.35048 10.22744 5.40878
H 1.37126 10.07781 6.89055
H 1.07933 4.94960 8.21501
H -0.67738 4.94868 7.87374
H 0.01713 6.21119 8.93219
*
```